a) DFT (ωB97M-V/def2-TZVPD) results for a single C4H9NOS molecule.

```
16
Properties=species:S:1:pos:R:3
C -2.70 -0.63 0.37
C -1.47 -0.18 0.75
C -0.22 -0.47 0.08
C -0.10 -0.46 -1.48
N 2.34 1.53 -0.16
O 1.46 0.16 2.08
S 1.28 0.09 0.64
H -3.43 -0.38 1.17
H -2.98 -1.30 -0.45
H -1.43 0.14 1.80
H 0.91 -0.76 -1.71
H -0.35 0.57 -1.73
H -1.03 -1.00 -1.71
H 3.31 1.24 -0.25
H 2.26 2.36 0.43
H 2.17 -0.92 0.19
```

The orbital gap (spin up / spin down) is 8.010 / 8.011 eV. The SMILES is C=CC(C)=[S@@H](N)=O.

Atomic partial charges in e from the natural (NBO) method, atoms 1 to 4: -0.44 -0.23 -0.46 -0.64

---

b) DFT (ωB97M-V/def2-TZVPD) results for a molecular structure, C4H9NOS.

```
16
Properties=species:S:1:pos:R:3
C 1.20 -1.27 1.10
C 2.28 0.82 -0.56
C -1.89 0.07 0.38
C 0.91 0.07 -0.39
N 2.02 -0.87 2.07
O 0.72 -2.39 1.03
S -0.38 1.12 0.51
H 2.06 1.39 -1.43
H 2.53 1.39 0.29
H 3.02 0.07 -0.70
H -2.25 -0.04 1.48
H -1.45 -0.85 -0.06
H -2.67 0.68 -0.09
H 0.36 -0.32 -1.28
H 2.26 0.10 2.03
H 2.12 -1.35 2.96
```

The orbital gap is 8.757 eV.

Atomic partial charges in e from the natural (NBO) method, atoms 1 to 4: 0.70 -0.64 -0.74 -0.35

---

Least stable structure: a)

---

a) DFT (ωB97M-V/def2-TZVPD) results for a single C2H4N4O2 molecule.

```
12
Properties=species:S:1:pos:R:3
C 0.20 0.07 -0.81
C 1.60 0.32 -0.56
H -2.11 -0.46 -0.96
H 2.28 0.57 -1.34
H 0.92 -0.73 2.15
H -1.50 0.78 1.47
N -0.43 0.02 -1.90
N 1.88 0.36 0.75
N 0.80 -0.04 1.43
N -0.24 -0.44 0.53
O -1.84 -0.25 -1.82
O -1.55 -0.19 1.06
```

The orbital gap is 8.589 eV. The SMILES is O/N=c1/cn[nH]n1O.

Atomic partial charges in e from the natural (NBO) method, atoms 1 to 4: 0.23 -0.05 0.47 0.23

---

b) DFT (ωB97M-V/def2-TZVPD) results for a single C2H4N4O2 molecule.

```
12
Properties=species:S:1:pos:R:3
C 0.45 -1.24 -0.62
C -0.19 0.56 0.66
H 0.34 2.45 -0.17
H -0.30 -2.87 -0.96
H -1.35 -1.20 0.58
H -1.61 1.24 1.66
N 1.09 0.80 0.09
N 0.43 -2.27 -1.29
N -0.52 -0.72 0.30
N -0.75 1.51 1.23
O 1.10 1.99 -0.58
O 1.32 -0.25 -0.90
```

The orbital gap is 9.972 eV. The SMILES is [H]/N=c1\[nH]/c(=N\[H])n(O)o1.

Atomic partial charges in e from the natural (NBO) method, atoms 1 to 4: 0.67 0.53 0.49 0.34

---

Least stable structure: a)

---

a) DFT (ωB97M-V/def2-TZVPD) results for a molecular structure, C2H4N4O2.

```
12
Properties=species:S:1:pos:R:3
C -1.30 0.22 0.87
C -0.14 0.14 -0.22
H 2.71 0.34 0.14
H 1.60 -0.98 -0.42
H -2.41 0.29 0.51
H -1.31 -1.46 -2.49
N 1.96 -0.31 0.34
N 1.07 0.68 0.56
N -1.02 0.79 1.98
N -0.19 0.03 -1.50
O 0.45 0.72 1.93
O -1.41 -0.48 -1.69
```

The orbital gap is 8.707 eV.

Atomic partial charges in e from the natural (NBO) method, atoms 1 to 4: -0.05 0.28 0.39 0.37

---

b) DFT (ωB97M-V/def2-TZVPD) results for a single C2H4N4O2 molecule.

```
12
Properties=species:S:1:pos:R:3
C -0.42 1.57 0.10
C 0.17 0.21 0.02
N -0.96 2.54 0.26
N 0.97 -0.16 1.11
N 0.86 0.09 -1.24
N -1.15 -0.66 -0.09
O -1.63 -0.90 -1.15
O -1.51 -1.11 0.99
H 0.74 0.27 1.94
H 1.02 -1.23 1.24
H 0.15 -0.09 -1.94
H 1.76 -0.54 -1.25
```

The orbital gap is 10.389 eV. The SMILES is N#CC(N)(N)[N+](=O)[O-].

Atomic partial charges in e from the natural (NBO) method, atoms 1 to 4: 0.23 0.27 -0.25 -0.79

---

c) DFT (ωB97M-V/def2-TZVPD) results for a single C2H4N4O2 molecule.

```
12
Properties=species:S:1:pos:R:3
C -1.69 0.19 -0.02
C 0.23 1.10 -0.25
H 1.86 -1.64 0.37
H 0.86 -0.65 1.45
H -1.31 -1.64 -1.09
H 1.89 1.29 -0.41
N 1.38 -0.84 0.50
N 0.41 -0.39 -0.56
N -0.86 -1.05 -0.28
N 1.08 1.94 -0.07
O -2.87 0.35 0.24
O -0.97 1.33 0.11
```

The orbital gap is 10.944 eV. The SMILES is [H]/N=c1/oc(=O)[nH]n1N.

Atomic partial charges in e from the natural (NBO) method, atoms 1 to 4: 0.83 0.61 0.37 0.36

---

Least stable structure: a)

---

a) DFT (ωB97M-V/def2-TZVPD) results for 9 unconnected molecules or ions with the total composition ClH16O8.

```
25
Properties=species:S:1:pos:R:3
Cl 0.05 -0.07 -0.65
O 0.78 1.33 2.41
H 1.66 0.97 2.19
H 0.15 0.75 2.00
O -2.37 -0.04 -2.48
H -1.65 -0.01 -1.81
H -2.15 0.27 -3.34
O -0.80 2.79 -1.60
H -0.39 2.02 -1.34
H -1.06 2.67 -2.49
O 2.11 2.39 -1.50
H 1.73 1.54 -1.39
H 2.00 2.76 -0.60
O -1.37 -0.30 2.05
H -1.52 -1.23 2.20
H -0.96 -0.23 1.20
O 1.12 -2.67 1.37
H 0.60 -3.48 1.49
H 0.67 -2.32 0.58
O 2.79 -0.13 0.82
H 2.13 -0.30 0.17
H 2.53 -0.64 1.55
O -2.04 -2.31 -0.50
H -1.38 -1.64 -0.61
H -2.60 -2.15 0.30
```

The orbital gap is 10.121 eV. Its charge is -1.

Atomic partial charges in e from the natural (NBO) method, atoms 1 to 4: -0.85 -0.97 0.47 0.48

---

b) DFT (ωB97M-V/def2-TZVPD) results for 9 unconnected molecules or ions with the total composition ClH16O8.

```
25
Properties=species:S:1:pos:R:3
Cl 25.76 -17.06 -21.74
O 26.63 -21.23 -16.76
H 26.49 -20.52 -17.40
H 26.02 -21.92 -17.04
O 27.27 -17.56 -27.28
H 26.86 -17.39 -26.43
H 26.57 -17.40 -27.92
O 22.35 -13.84 -24.71
H 22.45 -12.89 -24.59
H 22.98 -14.23 -24.11
O 25.17 -22.19 -24.55
H 25.34 -22.26 -25.48
H 25.11 -21.25 -24.38
O 29.81 -15.25 -17.87
H 29.70 -15.29 -16.92
H 29.03 -15.69 -18.22
O 19.60 -17.19 -20.40
H 19.35 -16.55 -19.73
H 20.48 -16.93 -20.66
O 25.11 -12.02 -17.62
H 26.01 -11.69 -17.61
H 25.10 -12.69 -18.30
O 31.67 -20.33 -22.14
H 30.76 -20.22 -21.86
H 31.79 -21.28 -22.21
```

The orbital gap is 6.970 eV. Its charge is -1.

Atomic partial charges in e from the natural (NBO) method, atoms 1 to 4: -1.00 -0.94 0.48 0.47

---

Least stable structure: b)

---

a) DFT (ωB97M-V/def2-TZVPD) results for 2 unconnected molecules or ions with the total composition C2H8N2O.

```
13
Properties=species:S:1:pos:R:3
C 2.23 0.22 0.65
O 1.78 -0.13 -0.65
H 1.92 1.26 0.83
H 3.31 0.21 0.87
H 1.89 -0.56 1.36
N -0.82 -1.09 -0.75
C -1.85 -0.36 -0.55
N -1.91 0.66 0.35
H 0.82 -0.07 -0.54
H -1.05 -1.79 -1.45
H -2.68 -0.49 -1.25
H -2.46 1.45 0.10
H -1.17 0.69 1.03
```

The orbital gap is 10.371 eV. The SMILES is [H]/N=C/N.CO.

Atomic partial charges in e from the natural (NBO) method, atoms 1 to 4: -0.27 -0.74 0.16 0.18

---

b) DFT (ωB97M-V/def2-TZVPD) results for 2 unconnected molecules or ions with the total composition C2H8N2O.

```
13
Properties=species:S:1:pos:R:3
C 0.87 1.17 -0.47
C 0.26 0.95 0.69
N 0.79 1.23 1.93
N 0.30 1.02 -1.79
H 1.87 1.65 -0.52
H -0.50 0.17 0.78
H 0.23 1.15 2.77
H 1.39 2.05 1.97
H -0.64 0.63 -1.80
H 0.81 0.33 -2.33
H -2.24 -3.42 -1.00
H -1.48 -3.90 0.09
O -1.67 -3.04 -0.32
```

The orbital gap is 7.893 eV. The SMILES is N/C=C/N.O.

Atomic partial charges in e from the natural (NBO) method, atoms 1 to 4: -0.11 -0.08 -0.82 -0.82

---

Least stable structure: b)

---

a) DFT (ωB97M-V/def2-TZVPD) results for a molecular structure, C2H8N2O.

```
13
Properties=species:S:1:pos:R:3
C -0.18 0.00 0.30
C -1.66 0.14 0.22
N 0.61 1.05 0.25
N 0.38 -1.19 0.68
O 1.90 0.95 0.25
H 1.54 -0.43 -2.48
H 0.22 1.94 -0.04
H 2.05 -0.09 -1.96
H 1.37 -1.08 0.88
H -0.13 -1.79 1.31
H -2.05 -0.52 -0.55
H -1.94 1.16 -0.01
H -2.13 -0.13 1.16
```

The orbital gap is 8.544 eV.

Atomic partial charges in e from the natural (NBO) method, atoms 1 to 4: 0.38 -0.66 -0.12 -0.81

---

b) DFT (ωB97M-V/def2-TZVPD) results for 2 unconnected molecules or ions with the total composition C2H8N2O.

```
13
Properties=species:S:1:pos:R:3
C 0.46 0.32 -1.29
C 1.69 0.68 -1.60
N 2.83 0.70 -0.74
N -0.55 0.16 -2.32
H 0.13 -0.20 -0.39
H 1.90 1.03 -2.60
H 3.25 -0.23 -0.82
H 3.48 1.33 -1.13
H -0.16 0.54 -3.18
H -1.31 0.79 -2.12
H -3.46 -1.51 5.99
H -4.09 -2.22 4.85
O -4.16 -1.40 5.34
```

The orbital gap is 9.463 eV. The SMILES is N/C=C/N.O.

Atomic partial charges in e from the natural (NBO) method, atoms 1 to 4: -0.05 -0.09 -0.82 -0.81

---

c) DFT (ωB97M-V/def2-TZVPD) results for a molecular structure, C2H8N2O.

```
13
Properties=species:S:1:pos:R:3
C 0.60 1.91 1.10
N 1.13 0.78 0.96
H 0.93 2.57 1.89
H 0.06 2.25 0.22
H 0.95 0.02 0.05
H 1.54 0.40 1.81
N -1.57 -0.97 -0.46
C -0.36 -1.21 -1.26
O 0.83 -1.10 -0.57
H -1.64 -1.73 0.20
H -1.62 -0.04 -0.09
H -0.37 -2.24 -1.66
H -0.47 -0.64 -2.20
```

The orbital gap is 7.763 eV.

Atomic partial charges in e from the natural (NBO) method, atoms 1 to 4: 0.03 -0.55 0.19 0.19

---

Least stable structure: a)

---

a) DFT (ωB97M-V/def2-TZVPD) results for 2 unconnected molecules or ions with the total composition C3H4FN.

```
9
Properties=species:S:1:pos:R:3
C 2.77 -0.22 -0.33
C -1.28 -0.30 0.27
C -0.39 0.64 -0.47
N 3.73 -0.69 0.12
F -0.34 1.76 0.22
H -1.33 -1.36 -0.17
H -2.36 0.06 0.52
H -0.93 -0.37 1.27
H 0.13 0.49 -1.43
```

The orbital gap (spin up / spin down) is 8.577 / 5.274 eV.

Atomic partial charges in e from the natural (NBO) method, atoms 1 to 4: 0.02 -0.78 0.51 -0.55

---

b) DFT (ωB97M-V/def2-TZVPD) results for a single C3H4FN molecule.

```
9
Properties=species:S:1:pos:R:3
C 0.16 0.62 0.56
C 1.01 -1.10 -0.68
C -1.17 0.73 0.43
N 0.81 -0.55 0.40
F -1.90 1.94 0.61
H 0.76 1.39 0.90
H 1.51 -2.16 -0.68
H 0.70 -0.75 -1.61
H -1.90 -0.13 0.07
```

The orbital gap is 10.023 eV. The SMILES is C=N/C=C/F.

Atomic partial charges in e from the natural (NBO) method, atoms 1 to 4: -0.13 0.00 0.17 -0.39

---

Least stable structure: a)